1.
Entry from OMol25: C5H10N2O in the gas phase at a distorted geometry (ωB97M-V with the def2-TZVPD basis set).

Structure (XYZ):
```
18
Properties=species:S:1:pos:R:3
C 1.80916 1.80536 -0.20172
C 1.05590 -1.50003 0.34137
C -1.23391 -0.76596 -0.32908
C -1.45945 0.36504 0.34743
C -2.79192 0.80478 0.21305
H 1.52341 2.48602 0.72965
H 1.24474 2.47950 -1.15220
H 2.97724 1.60683 -0.19794
H 1.39738 -2.35117 1.13166
H -0.23984 -2.44347 -0.34830
H -2.03735 -0.89694 -0.99721
H -0.83786 1.21683 1.03225
H -3.36891 0.83349 1.10751
H -2.95250 1.97084 -0.36789
H -3.46370 0.07307 -0.29994
N 1.67003 -0.38573 0.70114
N 0.02738 -1.50750 -0.61116
O 1.19960 0.50281 -0.43673
```

Output
- Total charge: 0
- Energy relative to the best compared isomer or geometry (same formula, charge and spin): 169.8 kcal per mole

Atom charges from the natural (NBO) analysis, given in e for atoms 1 to 8:
1 C -0.28
2 C 0.19
3 C -0.05
4 C -0.21
5 C -0.62
6 H 0.18
7 H 0.20
8 H 0.20

2.
Entry from OMol25: C5H10N2O in the gas phase at a distorted geometry (ωB97M-V with the def2-TZVPD basis set).

Structure (XYZ):
```
18
Properties=species:S:1:pos:R:3
C 0.52557 -0.24014 0.73762
C 1.31871 0.92040 0.14512
C -1.46284 0.78502 -1.47736
N 1.02251 -0.57301 2.05101
C 0.47118 -1.49456 -0.29449
C -1.68906 0.16665 -0.13442
N -0.88631 -0.10422 0.82009
O 0.78739 -1.41862 -1.44774
H 0.28845 -0.98207 2.61535
H 1.81951 -1.19481 2.00344
H 0.21677 -2.43165 0.22446
H -2.73110 0.11151 0.17166
H 1.24280 0.94065 -0.93792
H 0.95005 1.85927 0.55622
H 2.36552 0.79877 0.41641
H -0.63756 0.30970 -2.00763
H -2.36568 0.69871 -2.07863
H -1.23590 1.84841 -1.36320
```

Output
- Total charge: 0
- Energy relative to the best compared isomer or geometry (same formula, charge and spin): 39.9 kcal per mole

Atom charges from the natural (NBO) analysis, given in e for atoms 1 to 8:
1 C 0.13
2 C -0.63
3 C -0.72
4 N -0.83
5 C 0.43
6 C 0.16
7 N -0.43
8 O -0.54

3.
Entry from OMol25: C5H10N2O in the gas phase (ωB97M-V with the def2-TZVPD basis set).

Structure (XYZ):
```
18
Properties=species:S:1:pos:R:3
C -1.42782 -1.41537 0.44559
C -1.14451 1.10515 0.31028
C 1.41853 0.21487 -0.17889
C -0.67432 -0.25672 -0.16203
N 1.91397 1.36602 0.34946
C -0.08985 -0.39344 -1.46280
O 1.99697 -0.86621 0.44711
N 1.09447 0.17029 -1.54472
H 1.56775 -1.67112 0.13599
H 1.91188 2.17276 -0.25217
H 2.64362 1.30269 1.04222
H -0.51256 -0.93303 -2.31416
H -1.08807 -1.59106 1.47348
H -2.50975 -1.23610 0.50269
H -2.23778 1.17933 0.23471
H -0.87810 1.28098 1.35783
H -1.26938 -2.34492 -0.10825
H -0.71505 1.91589 -0.27634
```

Output
- Total charge: 0
- Energy relative to the best compared isomer or geometry (same formula, charge and spin): 63.5 kcal per mole

Atom charges from the natural (NBO) analysis, given in e for atoms 1 to 8:
1 C -0.64
2 C -0.61
3 C 0.68
4 C -0.19
5 N -0.82
6 C 0.09
7 O -0.69
8 N -0.54